(1)
Density functional theory data (ωB97M-V with the def2-TZVPD basis set) for the ion C30H32NO3 with charge +1 at a distorted geometry.

The geometry in XYZ format:
```
66
Properties=species:S:1:pos:R:3:forces:R:3
C -1.5329 -4.1295 -4.5983 -0.051 0.040 -0.227
C -1.8950 -3.8090 -3.1579 -1.657 -1.013 -0.579
N -0.7879 -3.3776 -2.3807 0.540 1.219 1.339
C -0.8379 -2.8635 -1.1285 0.081 -1.814 -1.416
C 0.2396 -2.0814 -0.5186 2.885 -0.088 0.973
C -0.1254 -1.9858 0.9737 -0.425 -0.613 1.012
C -1.5102 -2.6866 1.1708 -0.129 0.198 -0.040
C -1.9409 -3.2524 -0.2003 -0.327 0.776 0.394
O -3.0089 -3.9392 -2.7019 1.314 0.323 -0.169
H -0.9452 -3.3244 -5.0784 -0.160 -0.448 0.375
H -0.9520 -5.0701 -4.6279 -0.119 0.444 0.056
H -2.4491 -4.2826 -5.1901 0.327 0.075 0.462
H 0.0369 -3.1798 -2.9467 -0.035 0.178 0.275
H 1.3042 -2.4719 -0.7836 -1.950 -0.172 0.607
H 0.5803 -2.4523 1.6888 0.002 0.271 -0.752
H -0.1733 -0.9181 1.2426 -0.112 -0.821 0.002
H -1.4807 -3.5028 1.8967 0.245 0.145 -0.094
H -2.2563 -1.9878 1.5570 0.109 0.030 -0.139
H -2.8929 -2.8381 -0.5839 0.307 0.024 0.093
H -2.1767 -4.3338 -0.1374 0.535 0.445 -0.546
C 4.1142 4.2446 5.5505 0.252 -0.533 -0.247
O 4.3860 3.0149 4.8469 -0.430 0.193 -0.409
C 3.4924 2.5955 3.9093 -0.609 0.229 0.222
C 3.8410 1.4590 3.1560 0.359 0.363 0.491
C 2.9660 0.9236 2.2454 -0.853 0.838 0.048
C 1.7096 1.5467 2.0380 -0.107 0.238 -0.474
C 0.8209 1.0893 0.9497 -0.245 -1.525 -1.114
C 1.3318 0.3282 -0.0901 0.812 0.628 1.695
C 0.5525 -0.5208 -0.9987 -2.982 0.007 -1.413
C 1.0870 -0.6345 -2.3979 0.968 -0.007 0.487
C 0.2242 -0.9008 -3.4531 -0.192 -0.024 -0.163
C 0.7326 -1.2250 -4.7093 0.309 0.189 -0.011
C 2.1192 -1.2813 -4.9147 -0.613 0.038 -0.290
C 2.9755 -1.0029 -3.8602 0.662 0.331 0.591
C 2.4876 -0.6649 -2.5872 -0.656 -0.715 -0.801
C -0.6648 1.3398 1.0230 0.087 -0.055 -0.238
C -1.3726 1.2567 2.2503 1.219 -0.039 -0.921
C -2.7020 1.5611 2.2949 -1.198 0.379 0.095
C -3.3727 2.0207 1.1445 0.091 0.047 -0.525
O -4.6797 2.3662 1.3033 0.290 0.129 -0.671
C -5.3838 2.9382 0.1734 -0.005 -0.128 0.487
C -2.6887 2.0781 -0.0975 -0.848 -0.072 0.640
C -1.3783 1.6619 -0.1635 0.952 0.221 0.907
C 1.3552 2.6798 2.7917 0.222 -0.492 -0.725
C 2.2310 3.2065 3.7061 1.029 0.145 0.708
H 4.9695 4.3606 6.2127 -0.141 0.104 -0.008
H 4.0592 5.0858 4.8564 0.004 -0.040 0.006
H 3.1926 4.1786 6.1321 0.051 -0.059 -0.008
H 4.8246 1.0303 3.3068 -0.074 -0.037 0.091
H 3.2409 0.0519 1.6703 0.010 -0.059 0.106
H 2.4472 0.3004 -0.1685 -1.245 -0.123 0.083
H -0.5384 -0.2226 -1.0099 1.535 0.195 -0.254
H -0.8619 -0.9301 -3.2520 0.632 0.325 -0.314
H 0.0425 -1.4034 -5.5273 0.155 0.007 -0.027
H 2.5063 -1.5285 -5.9092 -0.102 0.107 0.472
H 4.0640 -1.0259 -4.0100 -0.559 -0.078 -0.001
H 3.1805 -0.5644 -1.7438 -0.336 0.169 -0.551
H -0.8343 0.9425 3.1486 -0.220 0.172 -0.251
H -3.2578 1.5075 3.2366 0.145 0.017 -0.413
H -6.4191 3.0114 0.5302 0.352 0.038 -0.280
H -5.0000 3.9431 -0.0692 -0.048 -0.376 0.128
H -5.3389 2.2969 -0.7230 0.003 0.128 0.427
H -3.1655 2.4545 -0.9987 -0.047 -0.181 0.237
H -0.8697 1.6224 -1.1370 -0.193 0.502 0.604
H 0.4164 3.1888 2.5921 0.122 -0.134 0.068
H 1.9622 4.1062 4.2563 0.060 -0.264 -0.113
```
Positions in Å, forces in eV/Å.

**SMILES string**: COc1ccc(C(=C[C@@H](c2ccccc2)[C@H]2CCC/C2=[NH+]\C(C)=O)c2ccc(OC)cc2)cc1
**Largest force on an atom**: 3.30 eV/A
**Energy relative to the best compared isomer or geometry (same formula, charge and spin)**: 0.558 eV
**HOMO-LUMO gap**: 5.51 eV
**Charge**: +1
**HOMO**: -10.12 eV

=====

(2)
Density functional theory data (ωB97M-V with the def2-TZVPD basis set) for a structure of composition C30H32NO5PReS3Sb2.

The geometry in XYZ format:
```
75
Properties=species:S:1:pos:R:3:forces:R:3
Re 0.3024 -0.1469 2.4657 0.355 0.404 -0.006
S 4.6122 -1.8808 1.3412 0.115 0.118 -0.143
Sb 3.0769 -2.6383 2.7336 -0.092 -0.243 0.109
S 0.4248 -2.4961 1.4666 0.024 -0.022 0.093
S 2.1408 -0.4962 3.6194 0.201 -0.075 0.145
C -1.4392 -6.4753 -2.5818 -0.003 0.002 0.016
C -1.8285 -6.1342 -1.2918 0.007 -0.015 -0.037
C -1.4699 -4.9044 -0.7627 -0.016 0.002 0.026
C -0.7216 -4.0200 -1.5344 -0.001 -0.088 -0.053
C -0.3239 -4.3592 -2.8227 0.054 0.022 -0.065
C -0.6873 -5.5930 -3.3451 -0.014 -0.026 -0.005
Sb -0.2129 -2.1634 -0.7327 -0.034 0.025 -0.022
C 1.1860 -1.2914 -2.0149 0.112 0.046 -0.139
C 2.5219 -1.3025 -1.6307 -0.002 -0.012 0.113
C 3.4905 -0.8183 -2.4984 0.074 0.031 -0.034
C 3.1251 -0.3217 -3.7417 0.036 0.021 -0.016
C 1.7907 -0.3118 -4.1279 0.044 -0.005 0.015
C 0.8192 -0.8051 -3.2700 -0.109 -0.046 0.009
C -1.9619 -1.0161 -0.5551 -0.206 0.034 0.000
C -2.3816 -0.0988 -1.5151 0.066 0.036 -0.007
C -3.5853 0.5707 -1.3492 -0.045 0.014 0.028
C -4.3768 0.3203 -0.2343 -0.010 0.017 -0.018
C -3.9692 -0.6038 0.7173 -0.034 0.009 0.016
C -2.7648 -1.2746 0.5554 0.060 -0.021 -0.025
H -1.7194 -7.4380 -2.9905 0.011 0.033 0.010
H -2.4081 -6.8282 -0.6967 0.016 0.020 -0.015
H -1.7627 -4.6487 0.2492 -0.001 0.005 0.000
H 0.2759 -3.6807 -3.4214 -0.035 -0.023 0.050
H -0.3789 -5.8660 -4.3465 -0.009 0.013 0.038
H 2.8211 -1.6844 -0.6599 0.006 -0.009 0.009
H 4.5336 -0.8422 -2.2034 -0.060 -0.003 0.009
H 3.8853 0.0512 -4.4183 -0.043 -0.019 0.029
H 1.5091 0.0667 -5.1024 -0.010 -0.011 0.032
H -0.2125 -0.8283 -3.6002 0.000 0.019 0.006
H -1.7761 0.1177 -2.3846 0.030 -0.002 -0.021
H -3.9135 1.2834 -2.0966 0.024 -0.031 0.021
H -5.3200 0.8393 -0.1149 0.038 -0.015 0.001
H -4.5833 -0.8118 1.5853 0.025 0.004 -0.025
H -2.4531 -1.9985 1.2977 -0.004 -0.025 0.029
C 0.1079 1.4410 5.9965 0.005 0.109 -0.054
O 0.6797 2.1860 4.9001 0.002 -0.128 0.105
P 0.1740 1.9197 3.4184 -0.177 0.067 -0.068
O 1.0403 2.9886 2.6021 0.028 0.090 0.024
C 1.1590 4.3585 3.0421 -0.050 -0.014 -0.025
O -1.2919 2.5911 3.5349 0.057 -0.060 -0.068
C -2.1680 2.5124 2.4099 0.009 -0.004 0.027
H -0.9020 1.7952 6.1974 0.001 0.006 -0.031
H 0.7424 1.6255 6.8561 0.036 0.013 0.018
H 0.0919 0.3758 5.7719 0.008 -0.036 -0.034
H 1.7104 4.4037 3.9786 -0.002 -0.019 -0.012
H 0.1723 4.8031 3.1724 0.015 -0.036 0.014
H 1.6990 4.8895 2.2628 0.007 -0.026 0.001
H -3.1501 2.8310 2.7476 -0.011 0.015 0.002
H -2.2427 1.4862 2.0363 0.004 0.005 -0.004
H -1.8265 3.1736 1.6094 -0.005 -0.010 0.007
C 3.1315 1.5600 0.6569 -0.085 -0.004 -0.103
C 1.7383 1.4405 0.1528 0.296 -0.153 0.123
O 0.9402 0.6823 0.7380 -0.508 0.059 0.112
C 1.2854 2.1506 -1.0396 -0.047 0.025 -0.049
C 2.2078 2.6395 -1.9653 -0.023 0.023 -0.032
C 1.7609 3.2985 -3.0983 0.010 -0.001 -0.016
C 0.3996 3.4892 -3.2971 0.011 0.042 -0.046
C -0.5212 3.0196 -2.3672 -0.052 -0.011 0.026
C -0.0821 2.3458 -1.2423 0.021 0.011 -0.062
H 3.1396 1.3874 1.7275 0.020 -0.001 0.105
H 3.5724 2.5242 0.4160 -0.035 -0.014 0.015
H 3.7328 0.7664 0.2027 0.037 -0.031 -0.003
H 3.2691 2.4892 -1.8118 -0.042 0.001 -0.007
H 2.4737 3.6700 -3.8236 -0.027 -0.011 0.021
H 0.0543 4.0195 -4.1768 0.014 -0.029 0.040
H -1.5806 3.1897 -2.5182 0.039 -0.005 0.004
H -0.7863 1.9814 -0.5061 -0.012 -0.013 -0.007
O -3.4049 -1.5822 4.1032 0.442 0.164 -0.131
C -2.3329 -1.1796 3.8119 -0.054 0.017 0.016
N -1.2583 -0.7435 3.5134 -0.499 -0.228 -0.078
```
Positions in Å, forces in eV/Å.

**Largest force on an atom**: 0.55 eV/A
**HOMO-LUMO gap**: 6.39 eV
**Charge**: +1
**HOMO**: -9.87 eV

=====

(3)
Density functional theory data (ωB97M-V with the def2-TZVPD basis set) for a structure of composition C30H32O19Si2 at a distorted geometry.

The geometry in XYZ format:
```
83
Properties=species:S:1:pos:R:3:forces:R:3
C 1.9160 3.6698 -1.0659 -0.171 -0.701 -0.235
C 2.4521 2.1967 -0.6588 -0.523 1.901 0.611
O 1.4695 1.2320 -1.1340 1.347 -0.325 -1.898
C 1.8226 0.6621 -2.3851 0.372 -3.858 -0.290
O 2.0035 -0.5810 -2.4165 -0.735 4.241 0.223
C 1.9583 1.4420 -3.7689 0.029 -0.258 0.062
C 3.4884 1.8876 -4.0413 -0.117 0.703 0.486
C 3.6461 3.4815 -4.3107 -0.285 -0.517 1.451
Si 4.0381 3.9202 -6.1319 -0.952 0.800 -0.751
O 2.8064 4.8877 -6.9086 1.365 0.756 2.298
Si 2.6637 6.3528 -5.9814 0.084 -1.264 -1.056
H 1.0916 3.9746 -0.3339 1.303 -0.328 -0.979
H 2.7409 4.4487 -1.1368 -1.037 -0.980 0.318
H 1.4284 3.5831 -2.0976 0.719 0.217 1.455
H 3.4934 1.9899 -1.0645 -1.350 0.134 0.555
H 2.4300 2.1247 0.4899 0.205 -0.092 -1.872
H 1.7021 0.6816 -4.5915 0.050 1.098 1.540
H 1.2114 2.2992 -3.7876 1.102 -0.974 -0.132
H 4.0651 1.6233 -3.0818 -0.510 0.238 -1.832
H 3.9053 1.3567 -4.9607 -0.554 0.278 1.587
H 2.6910 3.9640 -3.9021 1.401 -0.371 -0.764
H 4.4990 3.8641 -3.6401 -1.173 -0.412 -1.075
H 5.3002 4.6917 -6.2212 -0.041 -0.027 0.160
H 4.2402 2.7406 -6.9890 -0.232 -0.234 0.135
H 2.3269 7.5315 -6.7926 -0.218 -0.149 -0.167
H 1.6963 6.0872 -4.9128 -0.224 0.154 0.103
H 3.9756 6.6475 -5.3681 0.038 -0.072 0.107
C -1.3730 1.0284 1.0883 0.262 0.221 0.057
C -2.5149 0.3534 1.2399 0.059 -0.363 -1.143
C -3.3054 0.4364 2.5010 -0.316 0.050 0.724
O -4.3522 -0.1788 2.5964 0.265 -0.006 -0.358
C -2.7767 1.2645 3.5895 -0.280 0.038 -0.241
C -1.6345 1.9355 3.4396 -0.129 0.401 0.959
C -0.8581 1.8745 2.1695 0.204 -0.186 -0.571
O 0.1744 2.5172 2.0624 -0.162 0.016 0.305
O -1.1302 2.7059 4.4448 0.093 -0.462 -1.009
O -3.0049 -0.4385 0.2470 -0.184 0.494 1.188
H -0.7903 0.9785 0.1772 0.024 -0.019 0.019
H -3.3495 1.3024 4.5048 0.023 -0.021 -0.081
H -0.3025 3.0850 4.0912 -0.095 -0.017 0.105
H -3.8365 -0.8133 0.5992 0.004 0.114 -0.105
C -3.7266 -1.9878 -3.0245 -0.303 0.275 0.087
C -3.1700 -3.0289 -3.6480 1.187 0.076 0.637
C -3.9196 -3.8140 -4.6706 -0.497 -0.327 -0.489
O -3.3732 -4.7465 -5.2332 0.174 0.227 0.292
C -5.3049 -3.4261 -4.9554 0.300 -0.213 -0.055
C -5.8619 -2.3873 -4.3292 -1.167 -0.132 -0.619
C -5.1031 -1.5858 -3.3270 0.556 0.301 0.506
O -5.6392 -0.6322 -2.7885 -0.219 -0.249 -0.262
O -7.1460 -2.0167 -4.5803 1.124 0.132 0.593
O -1.8957 -3.4158 -3.3770 -1.158 -0.096 -0.635
H -3.1928 -1.4084 -2.2821 0.012 -0.017 -0.011
H -5.8437 -4.0142 -5.6860 0.014 0.025 0.018
H -7.3097 -1.2435 -4.0063 -0.029 -0.078 -0.088
H -1.7294 -4.1851 -3.9555 0.048 0.086 0.080
C -1.2590 -2.6691 6.0165 -0.211 0.241 0.031
C -0.3618 -3.3828 6.6989 -0.369 -1.016 -0.476
C 0.5668 -2.7384 7.6709 0.386 0.421 0.400
O 1.3610 -3.4246 8.2906 -0.239 -0.145 -0.274
C 0.4863 -1.2835 7.8378 0.156 -0.336 0.076
C -0.4091 -0.5696 7.1519 0.377 1.209 0.513
C -1.3558 -1.2197 6.2009 -0.344 -0.583 -0.475
O -2.1732 -0.5402 5.6046 0.270 0.098 0.417
O -0.4940 0.7806 7.2932 -0.388 -1.168 -0.505
O -0.2576 -4.7299 6.5361 0.369 1.054 0.503
H -1.9395 -3.1242 5.3103 0.059 0.038 0.020
H 1.1774 -0.8255 8.5325 -0.030 -0.009 -0.015
H -1.2141 1.0608 6.6948 0.139 0.097 0.047
H 0.4586 -5.0094 7.1386 -0.103 -0.023 -0.072
C 1.7360 -2.9067 3.0799 -0.419 0.087 0.068
C 2.8360 -2.9841 2.3277 0.847 -0.320 1.032
C 2.7929 -2.7290 0.8588 -0.255 0.188 -0.831
O 3.8211 -2.7898 0.2082 0.029 -0.103 0.478
C 1.4947 -2.4163 0.2539 0.388 -0.135 -0.093
C 0.3951 -2.3422 1.0052 -0.706 0.230 -0.918
C 0.4427 -2.5696 2.4775 0.206 -0.126 0.586
O -0.5797 -2.4759 3.1377 -0.026 0.122 -0.432
O -0.8146 -2.0534 0.4546 0.922 -0.432 1.004
O 4.0423 -3.2975 2.8702 -0.778 0.315 -0.956
H 1.7541 -3.0872 4.1466 0.010 -0.005 -0.030
H 1.4730 -2.2500 -0.8150 0.034 0.088 0.044
H -1.4444 -2.0546 1.1997 0.009 -0.008 -0.186
H 4.6725 -3.2874 2.1237 -0.037 -0.007 0.096
```
Positions in Å, forces in eV/Å.

**Largest force on an atom**: 4.31 eV/A
**HOMO-LUMO gap**: 7.98 eV
**Charge**: 0
**HOMO**: -9.58 eV